The following is a quantum chemistry calculation of a 7-piece molecular cluster, C17H22Cl4F4O15 overall at a distorted geometry, from the OMol25 dataset.

Properties
* E: -4029.76393 Ha
* E_LUMO: 0.0035 Ha
* max |F|: 0.1444 hartree/bohr
* energy relative to the best compared isomer or geometry (same formula, charge and spin): 0.0 kJ/mol
* SMILES: O=C1OC[C@@H](F)O1.O=C1OC[C@@H](F)O1.O=C1OC[C@@H](F)O1.O=C1OC[C@@H](F)O1.COC(=O)OC.ClCCl.ClCCl

Structure (XYZ):
```
62
Properties=species:S:1:pos:R:3:lowdin_charge:R:1
C 8.035 13.620 -14.020 0.019
O 8.920 13.018 -13.018 -0.003
C 10.178 13.363 -12.997 -0.604
O 10.774 14.186 -13.753 0.036
O 10.736 12.640 -12.078 0.011
C 12.080 12.792 -11.842 -0.060
H 8.609 13.774 -14.934 0.076
H 7.751 14.613 -13.672 0.097
H 7.217 12.968 -14.327 0.085
H 12.560 13.197 -12.733 0.095
H 12.481 11.802 -11.627 0.089
H 12.357 13.205 -10.872 0.104
C 8.966 18.049 -16.701 -0.087
C 8.160 16.986 -17.449 -0.274
O 6.908 17.334 -16.994 0.163
C 6.952 18.046 -15.884 -0.517
O 5.980 18.217 -15.077 0.104
O 8.158 18.496 -15.702 0.111
F 8.518 15.687 -17.116 0.043
H 9.081 18.890 -17.386 0.147
H 9.918 17.658 -16.343 0.137
H 8.347 17.030 -18.521 0.172
C 11.362 12.406 -16.964 -0.040
C 12.749 12.095 -16.429 -0.326
O 13.563 13.219 -16.769 0.126
C 12.956 13.971 -17.713 -0.427
O 13.486 14.925 -18.365 0.088
O 11.733 13.347 -18.005 0.036
F 13.188 11.076 -17.151 0.096
H 10.843 12.853 -16.116 0.113
H 10.787 11.645 -17.491 0.148
H 12.717 11.858 -15.365 0.158
C 8.714 17.310 -11.696 -0.018
C 8.181 17.750 -10.275 -0.348
O 6.778 17.583 -10.274 0.169
C 6.426 17.339 -11.494 -0.572
O 5.237 17.153 -11.763 0.131
O 7.450 17.430 -12.367 0.057
F 8.450 18.978 -10.016 0.142
H 9.126 16.303 -11.636 0.118
H 9.485 17.922 -12.163 0.112
H 8.516 17.099 -9.467 0.163
C 5.313 8.496 -13.795 -0.039
C 5.200 9.806 -12.907 -0.321
O 5.265 10.789 -13.930 0.059
C 4.923 10.216 -15.206 -0.449
O 4.806 10.784 -16.320 0.120
O 4.602 8.942 -14.962 0.053
F 6.254 9.955 -12.129 0.077
H 4.831 7.606 -13.393 0.133
H 6.319 8.154 -14.039 0.110
H 4.343 9.819 -12.233 0.170
C 13.320 16.618 -13.889 -0.972
Cl 13.161 17.674 -15.322 0.496
Cl 12.440 17.385 -12.545 0.494
H 12.849 15.648 -14.051 0.002
H 14.384 16.682 -13.662 0.025
C 9.242 9.600 -13.218 -0.915
Cl 8.469 10.052 -14.789 0.562
Cl 11.032 9.290 -13.466 0.482
H 9.083 10.399 -12.494 0.017
H 8.781 8.718 -12.774 0.027
```


The following is a quantum chemistry calculation of a 2-piece molecular cluster, C17H22ClF3O7S overall at a distorted geometry, from the OMol25 dataset.

Properties
* E: -2345.51669 Ha
* E_LUMO: -0.0418 Ha
* max |F|: 0.1299 hartree/bohr
* SMILES: O=C1C=CC(=O)C(CCC(F)(F)F)=C1CCCCS(=O)(=O)Cl.CCOC(=O)OC

Structure (XYZ):
```
51
Properties=species:S:1:pos:R:3:lowdin_charge:R:1
O 0.183 -3.532 0.191 0.048
C 0.966 -3.105 -0.670 -0.274
C 1.127 -3.981 -1.995 0.018
C 2.412 -4.055 -2.568 0.026
C 3.556 -3.220 -1.859 -0.278
O 4.726 -3.625 -1.930 0.062
C 3.130 -1.864 -1.124 -0.068
C 4.211 -0.710 -1.091 -0.116
C 3.934 0.498 -2.091 -0.067
C 3.656 0.073 -3.588 -0.438
F 3.583 1.280 -4.340 0.044
F 4.708 -0.650 -4.156 0.095
F 2.422 -0.559 -3.794 0.082
C 1.846 -1.789 -0.526 -0.059
C 1.388 -0.471 0.220 -0.120
C -0.186 -0.308 0.390 -0.204
C -0.909 0.486 -0.788 -0.235
C -0.635 -0.097 -2.250 -0.223
S -1.860 -1.418 -2.768 0.459
O -2.816 -0.780 -3.745 -0.386
O -1.109 -2.489 -3.516 -0.387
Cl -2.855 -2.149 -1.081 0.394
H 0.261 -4.528 -2.464 0.118
H 2.629 -4.675 -3.485 0.124
H 4.286 -0.252 -0.043 0.129
H 5.226 -1.215 -1.257 0.129
H 3.105 1.200 -1.776 0.119
H 4.892 1.127 -2.110 0.144
H 1.755 0.413 -0.395 0.100
H 1.896 -0.360 1.243 0.135
H -0.347 0.312 1.343 0.117
H -0.756 -1.272 0.550 0.070
H -0.508 1.558 -0.785 0.123
H -2.031 0.565 -0.565 0.110
H -0.765 0.774 -2.983 0.125
H 0.436 -0.451 -2.380 0.087
C -3.575 4.902 4.368 -0.068
C -4.178 4.157 3.193 -0.214
O -3.379 3.022 2.834 0.029
C -3.501 1.954 3.635 -0.595
O -4.216 1.866 4.600 0.127
O -2.666 1.003 3.187 -0.013
C -2.619 -0.160 4.012 -0.043
H -2.535 5.168 4.162 0.082
H -4.140 5.812 4.579 0.081
H -3.572 4.284 5.269 0.075
H -4.197 4.813 2.320 0.122
H -5.209 3.854 3.391 0.125
H -3.617 -0.566 4.183 0.099
H -2.131 0.075 4.960 0.101
H -2.024 -0.913 3.494 0.089
```


The following is a quantum chemistry calculation of an isolated molecule of C17H22ClFN2O5S at a distorted geometry, from the OMol25 dataset.

Properties
* E: -2104.98554 Ha
* E_LUMO: 0.0221 Ha
* max |F|: 0.0251 hartree/bohr
* energy relative to the best compared isomer or geometry (same formula, charge and spin): 0.0 kJ/mol
* SMILES: O=C(NS(=O)(=O)Oc1ccc(F)c(Cl)c1)OC[C@@H]1CCCN2CCCC[C@@H]12

Structure (XYZ):
```
49
Properties=species:S:1:pos:R:3:lowdin_charge:R:1
O -0.805 2.786 2.794 0.128
C 0.126 2.037 2.698 -0.610
N 0.721 1.406 3.764 0.043
S 2.253 0.735 3.685 0.641
O 3.116 1.567 2.928 -0.221
O 2.578 0.415 5.025 -0.219
O 1.952 -0.646 2.963 -0.121
C 2.137 -0.965 1.636 -0.276
C 3.109 -0.378 0.837 -0.003
C 3.258 -0.805 -0.472 0.015
C 2.448 -1.807 -0.975 -0.317
C 1.472 -2.401 -0.181 -0.592
C 1.323 -1.976 1.131 -0.028
H 0.592 -2.439 1.773 0.129
Cl 0.467 -3.638 -0.814 0.759
F 2.617 -2.210 -2.245 0.058
H 4.006 -0.367 -1.114 0.129
H 3.726 0.409 1.234 0.108
H 0.361 1.608 4.681 0.146
O 0.721 1.652 1.574 -0.011
C 0.259 2.234 0.344 -0.080
H -0.659 2.797 0.536 0.136
C 0.060 1.144 -0.711 -0.235
C 0.381 1.684 -2.104 -0.153
C 0.277 0.544 -3.107 -0.162
C -1.097 -0.101 -3.007 -0.196
N -1.366 -0.578 -1.662 -0.119
C -2.622 -1.310 -1.653 -0.204
C -2.918 -1.895 -0.281 -0.187
C -3.009 -0.761 0.726 -0.185
C -1.700 0.019 0.705 -0.125
H -1.783 0.870 1.381 0.109
H -0.891 -0.625 1.053 0.107
C -1.350 0.521 -0.700 -0.262
H -2.087 1.299 -0.991 0.165
H -3.196 -1.145 1.731 0.111
H -3.838 -0.099 0.460 0.116
H -2.114 -2.575 0.000 0.080
H -3.852 -2.459 -0.320 0.112
H -2.537 -2.114 -2.388 0.118
H -3.464 -0.660 -1.959 0.128
H -1.145 -0.960 -3.682 0.122
H -1.866 0.627 -3.331 0.129
H 0.434 0.909 -4.123 0.114
H 1.039 -0.204 -2.890 0.100
H 1.386 2.110 -2.119 0.116
H -0.327 2.475 -2.365 0.125
H 0.769 0.344 -0.484 0.123
H 1.041 2.928 0.020 0.140
```